No. 1
ORCA calculation (ωB97M-V/def2-TZVPD) on a molecular structure, C4H8N2O in a non-equilibrium geometry.

Computed properties:
* orbital gap (alpha / beta): 8.99 / 9.00 eV
* ΔE to the lowest compared entry with this formula, charge and spin: 119.0 kcal per mole

Geometry (Å):
N  0.87  -1.73  0.37
C  0.70  -0.32  0.72
C  0.65  0.56  -0.53
C  -0.74  0.63  -1.20
O  -1.61  1.39  -0.43
C  -0.61  -0.20  1.50
N  -1.52  0.52  1.14
H  1.68  -1.83  -0.22
H  1.02  -2.29  1.21
H  1.49  0.05  1.40
H  1.38  0.18  -1.25
H  0.93  1.58  -0.26
H  -1.12  -0.40  -1.35
H  -0.62  1.08  -2.19
H  -2.49  0.78  1.09



No. 2
ORCA calculation (ωB97M-V/def2-TZVPD) on 2 unconnected molecules or ions with the total composition C4H8N2O in a non-equilibrium geometry.

Computed properties:
* orbital gap: 9.83 eV
* SMILES: N[C@@H]1CO1.C=C=N
* ΔE to the lowest compared entry with this formula, charge and spin: 103.1 kcal per mole

Geometry (Å):
N  0.64  -1.72  -0.34
C  0.27  -1.38  0.91
C  -1.04  -0.75  1.18
O  -0.12  0.29  1.21
H  0.18  -1.11  -1.07
H  1.63  -1.84  -0.49
H  0.83  -1.83  1.73
H  -1.74  -0.75  0.35
H  -1.49  -0.98  2.15
C  0.73  2.29  -0.49
C  -0.07  1.31  -0.82
N  -0.55  0.49  -1.63
H  1.26  2.84  -1.24
H  0.95  2.48  0.55
H  -1.48  0.67  -2.01



No. 3
ORCA calculation (ωB97M-V/def2-TZVPD) on a single C4H8N2O molecule.

Computed properties:
* orbital gap: 8.64 eV
* ΔE to the lowest compared entry with this formula, charge and spin: 87.3 kcal per mole

Geometry (Å):
C  -0.92  1.93  1.37
C  -0.64  0.59  0.82
C  0.19  0.66  -0.41
N  1.06  -0.48  -0.66
C  0.62  -1.80  -0.63
O  1.34  -2.70  -0.26
N  -0.66  -2.01  -1.07
H  -0.71  2.82  0.75
H  -1.88  2.00  1.89
H  -0.16  1.91  2.18
H  -0.60  0.73  -1.19
H  0.78  1.58  -0.56
H  1.94  -0.42  -0.16
H  -1.18  -1.31  -1.57
H  -0.92  -2.97  -1.21



No. 4
ORCA calculation (ωB97M-V/def2-TZVPD) on 2 unconnected molecules or ions with the total composition C4H8N2O.

Computed properties:
* orbital gap: 9.29 eV
* SMILES: NC(=O)CN1C=C1.[H][H]
* ΔE to the lowest compared entry with this formula, charge and spin: 126.1 kcal per mole

Geometry (Å):
N  0.23  1.39  -1.14
C  -0.35  1.55  0.08
O  -1.11  2.48  0.30
C  0.00  0.64  1.27
N  0.63  -0.69  1.26
C  0.11  -1.68  0.32
C  1.26  -1.23  0.02
H  -0.03  2.05  -1.86
H  0.76  0.57  -1.39
H  0.64  1.27  1.90
H  -0.95  0.52  1.79
H  -0.73  -2.36  0.26
H  2.24  -1.26  -0.43
H  -1.23  -1.52  -2.16
H  -0.52  -1.34  -2.06



No. 5
ORCA calculation (ωB97M-V/def2-TZVPD) on a single C4H8N2O molecule in a non-equilibrium geometry.

Computed properties:
* orbital gap: 10.43 eV
* SMILES: CC1N2COCN12
* ΔE to the lowest compared entry with this formula, charge and spin: 94.6 kcal per mole

Geometry (Å):
C  -1.75  1.37  -0.16
C  -0.45  0.68  0.01
N  0.06  -0.16  -1.01
C  1.49  -0.33  -0.71
O  1.74  -0.61  0.63
C  0.53  -1.40  0.86
N  -0.52  -0.75  0.16
H  -2.46  0.76  -0.67
H  -1.58  2.39  -0.62
H  -2.04  1.53  0.80
H  0.30  1.23  0.58
H  1.69  -1.26  -1.10
H  1.98  0.53  -1.04
H  0.30  -1.57  1.92
H  0.71  -2.42  0.34



No. 6
ORCA calculation (ωB97M-V/def2-TZVPD) on 2 unconnected molecules or ions with the total composition C4H8N2O in a non-equilibrium geometry.

Computed properties:
* orbital gap: 8.83 eV
* SMILES: N#C/C=C/CO.N
* ΔE to the lowest compared entry with this formula, charge and spin: 75.4 kcal per mole

Geometry (Å):
N  2.51  0.42  -2.37
C  1.80  0.15  -1.50
C  0.94  -0.22  -0.41
C  -0.23  -0.85  -0.60
C  -1.02  -1.25  0.61
O  -1.18  -0.15  1.51
H  1.39  -0.14  0.57
H  -0.50  -1.20  -1.59
H  -0.46  -2.04  1.12
H  -2.01  -1.65  0.32
H  -1.41  -0.51  2.37
N  0.19  1.75  -0.04
H  -0.10  1.64  0.93
H  0.65  2.60  -0.28
H  -0.58  1.45  -0.64



No. 7
ORCA calculation (ωB97M-V/def2-TZVPD) on 2 unconnected molecules or ions with the total composition C4H8N2O in a non-equilibrium geometry.

Computed properties:
* orbital gap: 9.42 eV
* SMILES: Cc1c[nH]cn1.O
* ΔE to the lowest compared entry with this formula, charge and spin: 39.4 kcal per mole

Geometry (Å):
C  -0.39  -0.80  1.77
C  -0.32  -0.67  0.26
C  0.83  -0.85  -0.48
N  0.55  -0.25  -1.71
C  -0.79  0.01  -1.69
N  -1.29  -0.02  -0.48
H  -1.48  -0.70  1.86
H  -0.05  -1.65  2.36
H  0.13  0.08  2.20
H  1.64  -1.55  -0.36
H  1.08  -0.20  -2.56
H  -1.36  0.11  -2.61
O  0.61  2.38  0.17
H  -0.25  1.98  0.30
H  1.09  2.13  0.96



No. 8
ORCA calculation (ωB97M-V/def2-TZVPD) on a single C4H8N2O molecule.

Computed properties:
* orbital gap: 10.42 eV
* SMILES: NC(=O)CN1CC1
* ΔE to the lowest compared entry with this formula, charge and spin: 39.1 kcal per mole

Geometry (Å):
N  1.66  -0.06  -1.47
C  1.79  -0.56  -0.21
O  2.77  -1.14  0.20
C  0.55  -0.36  0.66
N  -0.40  0.52  0.01
C  -1.68  0.83  0.60
C  -1.58  -0.02  -0.61
H  2.49  -0.02  -2.04
H  0.93  0.62  -1.63
H  0.15  -1.36  0.91
H  0.89  0.09  1.60
H  -1.99  0.34  1.52
H  -1.98  1.88  0.51
H  -1.80  -1.08  -0.48
H  -1.82  0.34  -1.61



No. 9
ORCA calculation (ωB97M-V/def2-TZVPD) on a molecular structure, C4H8N2O in a non-equilibrium geometry.

Computed properties:
* orbital gap: 8.16 eV
* ΔE to the lowest compared entry with this formula, charge and spin: 144.7 kcal per mole

Geometry (Å):
C  0.13  0.46  -0.38
C  0.44  1.05  -1.57
C  -0.69  -1.21  1.82
C  -1.20  -0.77  0.41
N  1.34  0.85  0.22
N  1.77  1.30  -1.11
O  0.10  1.01  -2.87
H  -1.54  -1.58  2.39
H  -0.21  -0.35  2.35
H  0.02  -2.03  1.76
H  -2.23  -0.21  0.50
H  -1.28  -1.48  -0.35
H  1.83  -0.02  0.67
H  2.37  2.17  -0.98
H  -0.85  0.82  -2.86



No. 10
ORCA calculation (ωB97M-V/def2-TZVPD) on a molecular structure, C4H8N2O.

Computed properties:
* orbital gap: 10.19 eV
* ΔE to the lowest compared entry with this formula, charge and spin: 118.0 kcal per mole

Geometry (Å):
C  -1.80  1.06  0.50
N  -0.35  1.07  0.40
C  0.18  0.16  -0.56
C  1.70  -0.06  -0.36
O  1.67  -1.11  0.59
C  -0.02  -1.32  -0.26
N  -0.07  -2.51  -0.42
H  -2.22  0.07  0.76
H  -2.12  1.78  1.26
H  -2.23  1.38  -0.45
H  0.07  0.87  1.30
H  -0.19  0.40  -1.56
H  2.15  0.85  0.05
H  2.20  -0.33  -1.31
H  1.03  -2.31  0.08



No. 11
ORCA calculation (ωB97M-V/def2-TZVPD) on 2 unconnected molecules or ions with the total composition C4H8N2O in a non-equilibrium geometry.

Computed properties:
* orbital gap: 8.92 eV
* ΔE to the lowest compared entry with this formula, charge and spin: 103.4 kcal per mole

Geometry (Å):
C  -0.31  0.54  -0.16
C  0.82  -0.15  0.57
C  2.04  0.70  0.37
C  -2.33  -1.27  0.22
O  -0.50  0.43  -1.37
N  2.50  1.37  1.32
N  -2.39  -1.24  -1.05
H  -3.01  -1.85  -1.57
H  -0.78  1.36  0.40
H  3.30  1.96  1.10
H  -1.72  -0.67  -1.63
H  0.61  -0.23  1.64
H  0.99  -1.14  0.13
H  2.43  0.70  -0.66
H  -1.65  -0.52  0.68



No. 12
ORCA calculation (ωB97M-V/def2-TZVPD) on a single C4H8N2O molecule in a non-equilibrium geometry.

Computed properties:
* orbital gap: 10.32 eV
* SMILES: NC[C@H]1CN1C=O
* ΔE to the lowest compared entry with this formula, charge and spin: 67.5 kcal per mole

Geometry (Å):
N  -1.32  -1.70  -0.37
C  -0.16  -1.41  0.36
C  0.04  0.09  0.48
C  1.38  0.78  0.51
N  0.54  0.91  -0.56
C  -0.14  2.06  -0.91
O  -1.29  2.28  -0.74
H  -1.11  -1.90  -1.39
H  -1.82  -2.50  -0.09
H  -0.40  -1.80  1.39
H  0.76  -1.89  0.00
H  -0.66  0.58  1.08
H  2.21  0.10  0.22
H  1.39  1.56  1.26
H  0.59  2.84  -1.24



Question: The highest ΔE to the lowest compared entry with this formula, charge and spin belongs to which entry?
Answer: number 9



What did the fifth record say?
ORCA calculation (ωB97M-V/def2-TZVPD) on a single C4H8N2O molecule in a non-equilibrium geometry.

Computed properties:
* orbital gap: 10.43 eV
* SMILES: CC1N2COCN12
* ΔE to the lowest compared entry with this formula, charge and spin: 94.6 kcal per mole

Geometry (Å):
C  -1.75  1.37  -0.16
C  -0.45  0.68  0.01
N  0.06  -0.16  -1.01
C  1.49  -0.33  -0.71
O  1.74  -0.61  0.63
C  0.53  -1.40  0.86
N  -0.52  -0.75  0.16
H  -2.46  0.76  -0.67
H  -1.58  2.39  -0.62
H  -2.04  1.53  0.80
H  0.30  1.23  0.58
H  1.69  -1.26  -1.10
H  1.98  0.53  -1.04
H  0.30  -1.57  1.92
H  0.71  -2.42  0.34



Question: Among the records above, which one has the highest ΔE to the lowest compared entry with this formula, charge and spin?
Answer: number 9



Question: Among the records above, which one has the highest ΔE to the lowest compared entry with this formula, charge and spin?
Answer: number 9